one) A gas-phase ion, C3H8N2OP (charge +1). Source: the OMol25 dataset; level of theory: the ωB97M-V functional and the def2-TZVPD basis.

Values from the calculation:
LUMO energy (alpha / beta) in eV: -6.496 / -6.494
Charge: +1
SMILES string: CC/[NH+]=C(\P)N=O
HOMO-LUMO gap (alpha / beta) in eV: 7.85 / 7.85

Last column: Mulliken charge in e.
Geometry (Å):
1 C -2.13793 0.33008 -0.67207  -1.0966
2 C -1.19242 0.05829 0.48878  -0.3866
3 N 0.06563 0.75997 0.31128  -0.1580
4 C 1.23243 0.21417 0.02745  0.5147
5 P 1.41032 -1.69638 -0.06904  -0.1131
6 N 2.39799 0.66829 0.16279  0.3502
7 O 3.45933 0.93572 -0.28059  -0.3033
8 H -2.35223 1.39190 -0.75926  0.3681
9 H -1.71178 -0.02030 -1.60853  0.3096
10 H -3.07601 -0.19017 -0.50558  0.3422
11 H -0.99110 -1.01422 0.57465  0.3227
12 H -1.63739 0.40194 1.42642  0.2888
13 H -0.00974 1.77082 0.27114  0.2539
14 H 2.69713 -1.72759 -0.61709  0.1410
15 H 1.84578 -1.88251 1.24964  0.1664


two) A gas-phase ion, C3H8N2OP (charge +1). Source: the OMol25 dataset; level of theory: the ωB97M-V functional and the def2-TZVPD basis.

Values from the calculation:
LUMO energy in eV: -3.830
Charge: +1
SMILES string: O=PN1CC[NH2+]C1
HOMO-LUMO gap in eV: 9.87

Last column: Mulliken charge in e.
Geometry (Å):
1 O -3.81926 -0.91975 -0.00513  -0.4530
2 P -3.20417 0.39666 -0.09365  0.3182
3 N -1.56389 0.23603 -0.46039  -0.0214
4 C -0.55543 1.27063 -0.30955  -0.4690
5 C 0.35931 0.64504 0.72248  -0.5998
6 N 0.62426 -0.69854 0.05150  -0.1391
7 C -0.71681 -1.26651 -0.14609  -0.4425
8 H -1.10667 2.18516 0.15520  0.3496
9 H -0.00016 1.34034 -1.25150  0.3055
10 H 1.31425 1.06362 0.78055  0.4369
11 H -0.12484 0.58856 1.78667  0.3088
12 H 1.25410 -0.40701 -0.64665  0.3484
13 H 1.13303 -1.24928 0.73872  0.3389
14 H -1.29948 -1.64129 0.70971  0.3761
15 H -0.74139 -1.74608 -1.15770  0.3426


What should be chosen as the most stable of them? Choose two).


one) A molecular structure, C3H5N3O2S. Source: the OMol25 dataset; level of theory: the ωB97M-V functional and the def2-TZVPD basis.

Values from the calculation:
LUMO energy in eV: -0.179
Charge: 0
HOMO-LUMO gap in eV: 9.78

Last column: Mulliken charge in e.
Geometry (Å):
1 C -2.96059 -0.20962 0.54472  0.4250
2 C -0.67228 0.47959 -0.56948  -0.0497
3 C -2.00151 -0.98919 -0.12038  -0.5985
4 N -3.81841 0.26037 1.16480  -0.3731
5 N 0.49803 0.95300 -0.64677  -0.3504
6 N 2.84639 0.74332 0.66767  -0.4789
7 O 1.21339 -1.19691 0.73623  -0.5429
8 O 2.43432 -0.67797 -1.27063  -0.5889
9 S 1.78157 -0.22239 -0.09475  1.1045
10 H -2.22781 -1.15576 -1.22111  0.2841
11 H -1.54535 1.14222 -1.08581  0.2485
12 H -1.50163 -1.66741 0.41214  0.3991
13 H 3.49156 1.22227 0.12182  0.2650
14 H 2.46232 1.31848 1.36155  0.2561


two) C3H5N3O2S in the gas phase. Source: the OMol25 dataset; level of theory: the ωB97M-V functional and the def2-TZVPD basis.

Values from the calculation:
LUMO energy (alpha / beta) in eV: 0.075 / 0.074
Charge: 0
SMILES string: OC(O)n1ncc[n+]1[S-]
HOMO-LUMO gap (alpha / beta) in eV: 8.27 / 8.27

Last column: Mulliken charge in e.
Geometry (Å):
1 O -1.66665 0.91681 1.16799  -0.4753
2 C -1.17819 0.92300 -0.08658  0.0453
3 O -2.05217 0.55442 -1.09306  -0.4963
4 N 0.12179 0.30456 -0.25378  1.0033
5 N 1.17282 0.99387 0.00272  -0.9115
6 C 2.21891 0.19577 0.07987  -0.2959
7 C 1.75184 -1.10252 0.09483  -0.0710
8 N 0.45438 -1.05601 -0.17230  -0.0102
9 S -0.78312 -2.14081 -0.16159  -0.4508
10 H -2.12910 0.10000 1.36583  0.3573
11 H -0.99171 2.05597 -0.38545  0.2647
12 H -2.41277 -0.33669 -1.07730  0.3404
13 H 3.17070 0.69577 0.36133  0.3549
14 H 2.32329 -2.10413 0.15749  0.3449


What should be chosen as the most stable of them? Choose two).


one) A gas-phase ion, C3H3N2O (charge +1). Source: the OMol25 dataset; level of theory: the ωB97M-V functional and the def2-TZVPD basis.

Values from the calculation:
LUMO energy (alpha / beta) in eV: -8.133 / -8.128
Charge: +1
HOMO-LUMO gap (alpha / beta) in eV: 7.51 / 7.49

Last column: Mulliken charge in e.
Geometry (Å):
1 C 0.01651 -0.00324 0.00729  -0.2172
2 C -1.07839 -0.81295 0.00792  -0.0807
3 C -0.27299 1.43983 -0.00846  0.1732
4 N -1.43639 1.84461 0.01197  -0.2195
5 N -2.25798 -0.19267 0.00744  0.2923
6 O -3.39309 -0.41295 -0.01061  -0.2440
7 H 1.03216 -0.37086 0.01837  0.3971
8 H -1.01680 -1.89763 0.02134  0.4874
9 H 0.57628 2.12330 -0.04100  0.4115


two) A gas-phase ion, C3H3N2O (charge +1). Source: the OMol25 dataset; level of theory: the ωB97M-V functional and the def2-TZVPD basis.

Values from the calculation:
LUMO energy (alpha / beta) in eV: -7.383 / -7.381
Charge: +1
SMILES string: Cc1nc1=[N+]=O
HOMO-LUMO gap (alpha / beta) in eV: 8.89 / 8.89

Last column: Mulliken charge in e.
Geometry (Å):
1 C -0.32337 0.35260 -0.08720  -0.7050
2 C 1.19514 0.10656 -0.02489  0.5102
3 N 2.09418 0.27487 -0.86333  -0.1792
4 C 2.48084 -0.22967 0.69844  0.1580
5 N 3.70998 0.13944 0.51648  0.4838
6 O 4.59768 -0.02291 -0.15693  -0.2135
7 H -0.77187 0.59750 0.91134  0.3283
8 H -0.48091 -0.66800 -0.43008  0.2908
9 H -0.49427 1.17944 -0.80522  0.3267


three) 2 unconnected molecules or ions with the total composition C3H3N2O. Source: the OMol25 dataset; level of theory: the ωB97M-V functional and the def2-TZVPD basis.

Values from the calculation:
LUMO energy in eV: -9.375
Charge: +1
HOMO-LUMO gap in eV: 4.29

Last column: Mulliken charge in e.
Geometry (Å):
1 C -1.44600 1.94033 -1.35202  0.4795
2 C 1.53354 0.08394 0.15608  0.2442
3 C 1.05431 -1.70343 1.74057  0.0096
4 N -1.73165 1.19266 -2.27585  -0.4661
5 N 1.40662 -0.73813 1.03844  0.1083
6 O -1.41346 2.57431 -0.43145  -0.3253
7 H 0.76310 -2.72736 1.61482  0.3389
8 H 1.26715 -1.55298 2.79545  0.2913
9 H -1.43362 0.93064 -3.28604  0.3195


What should be chosen as the most stable of them? Choose three).